[1]
C14H12ClNO4S | ωB97M-V/def2-TZVPD

Structure (ORCA input):
```
! wB97M-V def2-TZVPD RIJCOSX def2/J DEFGRID3
* xyz 0 1
O -6.70 -1.76 -0.97
N -6.12 -0.65 -0.93
O -6.74 0.43 -1.10
C -4.71 -0.57 -0.67
C -4.14 0.71 -0.58
C -2.79 0.86 -0.23
C -1.94 -0.25 -0.08
S -0.21 0.00 0.44
O -0.15 1.38 0.90
O 0.11 -1.12 1.27
C 0.88 -0.09 -1.06
Cl 0.82 -1.76 -1.70
C 2.41 0.17 -0.43
C 3.07 -0.95 0.16
C 4.13 -1.00 1.05
C 4.90 0.11 1.51
C 4.64 1.47 1.39
C 3.53 2.12 0.81
C 2.60 1.54 -0.03
C -2.54 -1.53 -0.09
C -3.89 -1.70 -0.44
H -4.77 1.56 -0.81
H -2.45 1.88 -0.04
H 0.40 0.64 -1.73
H 2.27 0.10 -1.65
H 2.66 -1.90 -0.20
H 4.49 -2.01 1.32
H 5.82 -0.18 2.03
H 5.40 2.15 1.82
H 3.46 3.22 0.93
H 1.88 2.20 -0.53
H -1.97 -2.41 0.22
H -4.33 -2.67 -0.58
*
```

## Properties
Gap between HOMO and LUMO = 0.2198 Eh
Largest force on an atom = 0.1103 Eh/bohr
SMILES string = O=[N+]([O-])c1ccc(S(=O)(=O)[C@H](Cl)C2C=CC=CC=C2)cc1
Highest occupied orbital energy = -7.419 eV
Total energy = -1754.510487 Eh
Energy relative to the best compared isomer or geometry (same formula, charge and spin) = 187.8 kcal per mole

***

[2]
C5H10O | ωB97M-V/def2-TZVPD

Structure (ORCA input):
```
! wB97M-V def2-TZVPD RIJCOSX def2/J DEFGRID3
* xyz 0 1
C 1.86 0.03 -0.70
C 0.89 0.16 0.50
C -0.43 0.91 0.28
C -1.60 -0.30 0.28
O -2.11 -0.58 -1.01
C -0.18 -0.96 0.70
H 2.39 0.97 -0.93
H 1.31 -0.27 -1.59
H 2.64 -0.73 -0.53
H 1.48 0.45 1.39
H -0.55 1.29 -0.71
H -0.65 1.55 1.13
H -2.38 0.20 0.87
H -2.41 0.27 -1.38
H -0.23 -1.25 1.74
H -0.03 -1.73 -0.03
*
```

## Properties
Gap between HOMO and LUMO = 0.3386 Eh
Largest force on an atom = 0.0940 Eh/bohr
Highest occupied orbital energy = -8.187 eV
Total energy = -271.641012 Eh
Energy relative to the best compared isomer or geometry (same formula, charge and spin) = 70.0 kcal per mole

***

[3]
C4H5P | ωB97M-V/def2-TZVPD

Structure (ORCA input):
```
! wB97M-V def2-TZVPD RIJCOSX def2/J DEFGRID3
* xyz 0 1
C 0.81 0.69 0.21
C -0.40 0.53 -0.34
C -0.79 -0.87 -0.33
P 0.43 -1.91 0.68
C 1.30 -0.49 0.79
H 1.54 1.46 0.19
H -0.70 1.27 -1.00
H -1.73 -1.15 0.29
H -1.02 -1.14 -1.43
H 2.13 -0.34 1.60
*
```

## Properties
Gap between HOMO and LUMO = 0.3220 Eh
Largest force on an atom = 0.0948 Eh/bohr
SMILES string = C1=CCP=C1
Highest occupied orbital energy = -8.513 eV
Total energy = -496.690164 Eh
Energy relative to the best compared isomer or geometry (same formula, charge and spin) = 6.6 kcal per mole

***

[4]
C29H23Br2I2N5O2SZn | ωB97M-V/def2-TZVPD

Structure (ORCA input):
```
! wB97M-V def2-TZVPD RIJCOSX def2/J DEFGRID3
* xyz 0 1
Zn 0.70 -0.43 -0.19
I 5.85 3.33 3.86
C 4.76 2.08 2.59
C 5.06 0.73 2.53
C 4.31 -0.08 1.69
I 4.70 -2.14 1.60
C 3.26 0.41 0.88
O 2.61 -0.38 0.07
C 2.96 1.79 1.00
C 1.79 2.37 0.24
N 0.55 1.60 0.50
C 0.08 1.68 1.88
C -0.47 0.36 2.38
C -0.97 0.26 3.67
C -1.53 -0.94 4.08
C -1.59 -2.00 3.19
C -1.05 -1.83 1.93
N -0.48 -0.68 1.54
C 3.72 2.60 1.84
H 5.86 0.32 3.13
H 1.66 3.42 0.52
H 1.98 2.33 -0.84
H -0.22 1.94 -0.08
H 0.90 1.99 2.53
H -0.72 2.42 1.97
H -0.93 1.11 4.33
H -1.91 -1.04 5.09
H -2.04 -2.94 3.46
H -1.07 -2.63 1.20
H 3.48 3.66 1.89
Br -0.14 0.47 -5.13
C 0.30 -1.13 -4.22
C 0.57 -2.27 -5.01
C 0.91 -3.45 -4.42
Br 1.29 -4.94 -5.53
C 1.02 -3.55 -3.02
C 1.44 -4.71 -2.33
C 1.56 -4.69 -0.97
C 1.22 -3.52 -0.27
N 0.80 -2.44 -0.88
C 0.73 -2.41 -2.24
C 0.37 -1.14 -2.84
O 0.15 -0.10 -2.08
H 0.50 -2.19 -6.08
H 1.68 -5.61 -2.89
H 1.93 -5.55 -0.42
H 1.28 -3.48 0.81
N -1.04 2.37 -2.52
C -2.21 2.66 -1.91
S -2.57 1.94 -0.44
N -2.95 3.60 -2.56
C -4.15 4.28 -2.21
C -4.36 5.50 -2.86
C -5.49 6.25 -2.59
C -6.44 5.80 -1.69
C -6.24 4.57 -1.07
C -5.11 3.80 -1.33
H -0.65 1.45 -2.32
H -0.89 2.69 -3.46
H -2.51 3.98 -3.37
H -3.62 5.87 -3.57
H -5.63 7.20 -3.10
H -7.32 6.39 -1.47
H -6.98 4.18 -0.38
H -4.98 2.85 -0.86
*
```

## Properties
Gap between HOMO and LUMO = 0.2674 Eh
Largest force on an atom = 0.0116 Eh/bohr
Highest occupied orbital energy = -7.460 eV
Total energy = -9464.252627 Eh
Energy relative to the best compared isomer or geometry (same formula, charge and spin) = 0.0 kcal per mole